1.
16
Properties=species:S:1:pos:R:3 method="wB97M-V/def2-TZVPD" lumo_ev=3.729 total_charge=-1 energy_ev=-11908.6817 homo_energy_ev=-2.35 multiplicity=1 gap_ev=6.0750 smiles="CC[C@@H](O)C(=O)N[O-]"
C -0.019 -1.695 1.493
C 0.524 -0.717 0.317
C -0.238 0.610 0.241
O 0.150 1.530 1.274
C -0.028 1.389 -1.175
O 0.372 2.539 -1.127
N -0.409 0.618 -2.160
O -0.365 0.854 -3.464
H 0.027 -2.693 1.007
H 0.494 -1.689 2.383
H -1.004 -1.354 1.698
H 1.446 -0.494 0.704
H 0.490 -1.350 -0.535
H -1.257 0.558 0.388
H 0.788 2.138 0.815
H -0.969 -0.245 -1.858

=====

2.
8
Properties=species:S:1:pos:R:3 method="wB97M-V/def2-TZVPD" lumo_ev="-1.783 / -3.895" total_charge=0 energy_ev=-94880.9337 homo_energy_ev="-10.41 / -8.29" multiplicity=1 gap_ev="8.6313 / 4.3956"
N 0.025 -1.367 -1.334
N -0.844 0.168 0.541
P 0.471 -0.437 -0.196
Cl 1.558 -1.204 1.357
Br 0.564 3.243 0.967
H 0.670 -1.676 -2.056
H -1.016 1.010 1.114
H -1.427 0.263 -0.392